C10H22Br4F3NPS | the ωB97M-V functional and the def2-TZVPD basis

The geometry in XYZ format:
```
42
Properties=species:S:1:pos:R:3:forces:R:3:nbo_charge:R:1
C -0.7391 1.9391 0.9906 -0.5794 -0.6967 0.8809 -0.9543
P -0.2517 1.3347 -0.7233 1.5201 3.9362 0.0955 0.8829
C 1.5825 0.9394 -0.8887 1.0276 -0.6619 -0.6897 -0.9554
N -1.3139 0.0116 -1.3379 -0.2777 -1.5873 -0.1460 -0.6909
C -1.9299 -0.8712 -0.2833 -1.5046 -2.6498 0.7436 -0.2562
C -0.9731 -2.0670 0.1942 -1.3021 -0.7742 -0.2171 -0.4386
C -0.7166 -3.1377 -1.0045 0.6931 0.7741 1.2604 -0.5252
S 1.0507 -2.8442 -1.5929 -0.3045 0.2038 -0.0764 -0.0977
C -2.3495 0.6148 -2.2726 -0.3163 2.1039 -0.6809 1.1107
F -2.9413 -0.3458 -3.0888 1.4139 2.3951 2.2846 -0.2813
F -3.2745 1.2711 -1.4415 1.9409 -1.7528 -2.4597 -0.2946
F -1.6559 1.5566 -3.0587 -2.5105 -2.6918 1.3758 -0.2807
H -0.5670 3.0768 1.0126 -0.0245 -1.7630 -0.3005 0.3069
H -0.1945 1.4306 1.8589 -0.8473 0.7241 -1.1492 0.2451
H -1.8786 1.8184 1.1075 1.7112 0.1501 -0.1327 0.2612
H 2.0100 1.7105 -1.6285 -0.9338 -1.0355 1.1375 0.2743
H 2.1914 1.0502 0.0647 -1.0435 -0.3882 -0.9761 0.2665
H 1.7872 -0.0799 -1.3850 -0.3782 1.4160 0.9679 0.2682
H -0.7186 -0.5876 -1.9625 -0.1940 0.1871 0.5347 0.4864
H -2.8329 -1.3872 -0.7804 1.2872 0.8106 0.7451 0.2365
H -2.3546 -0.3183 0.6130 0.9065 -0.1762 -1.4333 0.2601
H -0.0160 -1.7228 0.6957 -1.2042 -0.3444 -0.7423 0.2378
H -1.5847 -2.6509 0.9761 0.8473 1.1865 -0.9806 0.2568
H -1.4558 -2.9833 -1.8694 1.2815 -0.2882 1.1615 0.2294
H -0.7631 -4.2032 -0.6185 -0.1481 1.4176 -0.4959 0.2582
H 1.7597 -2.4617 -0.4502 -1.1425 -0.5725 -0.7217 0.1592
Br 0.3522 5.4934 2.0667 0.0208 0.0386 -0.0717 -0.0275
C -0.9683 6.9230 1.9538 0.1282 0.0787 0.1811 -0.4407
C -2.3044 6.4752 2.4906 -0.1931 0.0974 -0.1058 -0.4451
Br -3.2299 5.3280 1.2145 0.0587 -0.0775 0.0749 -0.0258
H -1.0050 7.2406 0.9128 -0.0710 -0.0867 0.1311 0.2385
H -0.5618 7.7331 2.5617 -0.0792 -0.1130 -0.0306 0.2399
H -2.9653 7.3310 2.6357 0.1106 -0.0588 -0.0426 0.2403
H -2.2292 5.9176 3.4234 0.0722 0.0845 -0.1422 0.2360
Br 1.9836 -6.1921 0.8731 -0.0421 0.1362 -0.1134 -0.0189
C 3.3864 -5.8808 -0.4445 -0.0412 -0.2802 0.0812 -0.4511
C 4.5717 -5.1796 0.1714 0.0756 0.0229 -0.2185 -0.4366
Br 4.2072 -3.2837 0.4390 0.1474 0.0468 0.1615 -0.0306
H 2.9340 -5.3244 -1.2644 0.1046 0.0011 0.1252 0.2361
H 3.6694 -6.8740 -0.7975 0.0394 0.1291 0.0672 0.2401
H 5.4290 -5.2127 -0.5025 -0.1217 0.0067 0.0369 0.2386
H 4.8604 -5.5874 1.1394 -0.1272 0.0517 -0.1199 0.2414
```
Forces are in eV/Å.

Values from the calculation:
Charge: +1
Multiplicity: 1
Calculated total energy (eV): -320654.91163
Max |F| (hartree/bohr): 0.082
M (u): 595.944

C6H16NO | the ωB97M-V functional and the def2-TZVPD basis

The geometry in XYZ format:
```
24
Properties=species:S:1:pos:R:3:forces:R:3:lowdin_spin:R:1
C -0.2223 -1.5466 0.7407 -0.1549 -0.0057 0.0919 0.0006
C 0.5060 -0.4155 0.0351 -0.7059 0.8358 0.1066 0.0501
C -0.0536 0.1374 -1.2432 0.6315 -1.2295 -0.5882 0.3423
C 0.6873 1.1246 -1.9324 0.1013 1.0707 -0.0979 0.3373
C 1.9578 1.6681 -1.5443 1.6759 -0.1667 0.8611 0.0769
C -1.1736 -0.5456 -1.9277 0.1176 0.6581 -0.3519 0.0573
N -1.4865 -1.1369 1.5088 1.4020 0.0990 -0.2660 0.0014
H 0.4702 -1.9970 1.4371 -0.0410 -0.0291 0.3795 0.0000
H -0.5408 -2.3412 0.0809 0.0451 -0.0538 -0.3575 0.0002
H 0.6253 0.4582 0.6898 0.0154 -0.1958 0.2674 0.0147
H 1.5317 -0.7461 -0.1209 0.2086 -0.0681 -0.2771 0.0178
H 0.3058 1.6247 -2.8205 -0.5139 -0.5276 -0.0549 0.0073
H 2.4077 1.3243 -0.6138 -0.3774 -0.0925 0.1645 0.0014
H 2.7645 1.4316 -2.2679 -0.4240 -0.1138 -0.4074 0.0315
H 2.0358 2.7602 -1.5580 -0.5059 0.1508 -0.2012 0.0229
H -0.8617 -1.5581 -2.2026 -0.1774 -0.3271 0.5598 0.0195
H -1.3810 -0.1106 -2.8904 -0.1527 0.5082 -0.2891 -0.0008
H -2.1034 -0.5012 -1.3568 -0.0018 -0.4701 0.1138 0.0182
H -1.2854 -1.1021 2.5095 0.0239 0.0246 0.1808 0.0000
H -1.7564 -0.1865 1.2575 -0.4314 -0.0887 0.0206 0.0000
H -2.1935 -1.8320 1.3110 -0.6566 0.0858 0.1303 0.0001
H -0.2092 1.2101 3.8278 -0.6281 0.3582 0.8916 0.0000
H 0.9300 1.0733 2.9127 0.1519 -0.2202 -0.0377 0.0001
O 0.0626 0.6867 3.0849 0.3976 -0.2023 -0.8391 0.0011
```
Forces are in eV/Å.

Values from the calculation:
Energy relative to the best compared isomer or geometry (same formula, charge and spin) (kJ/mol): 21.5
Charge: +2
Multiplicity: 2
Calculated total energy (eV): -10000.36644
Max |F| (hartree/bohr): 0.037
M (u): 118.200

C6H14NO4S2 | the ωB97M-V functional and the def2-TZVPD basis

The geometry in XYZ format:
```
27
Properties=species:S:1:pos:R:3:forces:R:3:nbo_charge:R:1
C -1.5020 -1.7043 -0.4494 0.5152 -1.1779 -0.0185 -0.5746
C -1.6774 -0.6707 1.8405 0.4510 -0.3108 1.6537 -0.7643
C 1.5949 2.0986 -1.0427 0.0304 3.9547 -1.5409 -0.5732
C -1.4868 -1.7563 0.9007 0.3664 -1.6588 -0.2456 -0.0614
C 0.5693 1.1354 -1.5470 -0.7896 0.2056 -0.6208 -0.4270
C -0.7600 1.0689 -0.7555 2.5824 -2.5750 2.1433 -0.7014
N 1.0704 0.1430 1.8646 1.1919 1.1710 -0.8978 -1.2196
O -3.2634 0.3247 -0.8338 1.2127 -0.9544 -0.0609 -0.9721
O -1.7990 -0.2943 -2.7039 0.2090 -0.9072 -1.6213 -0.9670
O 1.7701 -1.8979 -0.1170 -0.3593 0.8807 0.8879 -1.0135
O 3.0158 -1.4056 2.0004 1.1474 -0.2109 0.2980 -1.0382
S -1.9596 -0.1845 -1.2959 -0.4874 1.6628 1.8367 2.1496
S 1.5917 -1.3117 1.6792 -0.1210 -0.2224 -0.6877 1.5708
H -2.1190 -0.9849 2.8505 0.2456 0.6570 -1.6618 0.2130
H -0.6406 -0.2652 2.0294 -0.7668 -0.4660 0.2952 0.3303
H -2.0893 0.1172 1.2813 -1.5353 1.2921 0.2909 0.2265
H 1.8802 2.0543 -0.0003 -0.1658 -0.1293 0.1405 0.2063
H 2.4843 1.8662 -1.6721 -0.2596 0.6028 0.6194 0.2031
H 1.2707 3.2519 -1.3211 0.9153 -2.5853 0.9445 0.1647
H 2.7157 -1.7602 -0.2629 0.0237 -0.0484 0.1338 0.4518
H -1.1923 -2.6974 1.4307 -0.1295 0.5362 -1.0851 0.2095
H 1.2624 0.2824 -1.5655 -1.6954 -0.9866 -0.2091 0.2503
H 0.2716 1.4871 -2.5511 0.5565 -0.6502 0.0540 0.2030
H -0.4041 0.7858 0.3053 -0.8670 0.4126 -1.4324 0.2892
H -1.2731 1.9867 -0.6869 -0.6944 1.1433 -0.2640 0.2305
H -1.0879 -2.5969 -1.0475 -0.9038 1.8537 0.6830 0.2623
H 1.7573 0.9278 1.6699 -0.6729 -1.4894 0.3653 0.3514
```
Forces are in eV/Å.

Values from the calculation:
Energy relative to the best compared isomer or geometry (same formula, charge and spin) (kJ/mol): 317.8
Charge: -1
Multiplicity: 1
Calculated total energy (eV): -37797.72060
Max |F| (hartree/bohr): 0.083
M (u): 228.315

C3H6N4 | the ωB97M-V functional and the def2-TZVPD basis

The geometry in XYZ format:
```
13
Properties=species:S:1:pos:R:3:forces:R:3:nbo_charge:R:1
C -1.9096 0.2250 0.3019 0.3162 1.4971 -0.1481 -0.6854
C -0.5008 -0.0392 0.0523 6.4820 0.4950 1.5662 0.3548
N 0.7535 0.6192 0.7572 -6.5622 -1.2878 -1.3154 -0.5165
C 1.7096 -0.0402 0.2025 0.5144 -1.0576 -1.8451 0.4472
N 3.0288 0.2589 0.4989 -0.2523 1.0440 2.1013 -0.8136
N 1.4028 -0.9654 -0.7617 0.6133 0.1279 0.8637 -0.3972
N 0.0553 -0.9784 -0.7462 -2.1463 1.0090 -0.7495 -0.3266
H -2.0145 0.4428 1.3899 -0.4408 -0.8021 -0.7529 0.2607
H -2.1153 1.2204 -0.1798 -0.3090 -1.0129 0.1648 0.2455
H -2.4420 -0.6124 -0.1752 -0.5282 0.5789 0.6968 0.2309
H 3.1546 0.6372 1.5127 -0.2681 -1.2202 -2.7013 0.3970
H 3.5679 -0.5354 0.2485 1.0225 -0.4512 0.2028 0.3839
H -0.4966 -1.5058 -1.5127 1.5586 1.0799 1.9166 0.4194
```
Forces are in eV/Å.

Values from the calculation:
Energy relative to the best compared isomer or geometry (same formula, charge and spin) (kJ/mol): 139.2
Multiplicity: 1
Calculated total energy (eV): -9167.41362
Max |F| (hartree/bohr): 0.133
M (u): 98.109

C6H11O | the ωB97M-V functional and the def2-TZVPD basis

The geometry in XYZ format:
```
18
Properties=species:S:1:pos:R:3:forces:R:3:nbo_charge:R:1
C 0.3482 3.1317 0.0911 0.8339 -1.6080 1.3655 0.0491
O 0.2824 4.2599 -0.5784 -0.0965 -0.4435 0.1749 -0.9104
C 0.0751 1.7800 -0.6867 0.0242 0.4129 0.3451 -0.6545
C 1.1490 -2.5100 0.4687 2.3941 -1.4451 -0.4089 -0.0683
C -0.0978 -2.5641 0.0699 -3.6630 -2.2870 -4.5698 -0.0638
C -1.1259 -2.9848 -0.8733 2.5556 2.3779 3.6905 -0.6053
C -0.3936 -1.8187 1.3183 -0.1569 3.0181 2.2757 -0.6825
H -0.3653 2.9526 0.9967 0.3141 0.7632 -0.3895 0.0215
H 1.4268 2.8556 0.6221 -1.3080 0.6252 -0.6844 -0.0032
H -0.9148 1.8464 -1.1771 0.3366 -0.2166 0.1776 0.1752
H 0.1415 0.9024 0.0198 -0.1449 0.7308 -0.6289 0.1472
H 1.7891 -3.3425 0.9025 -1.2356 1.0286 0.2726 0.1974
H 0.8527 1.6874 -1.4389 0.0276 -0.2482 -0.3538 0.1805
H -2.0575 -2.5046 -1.1321 0.0358 0.2796 0.8370 0.2127
H -0.9001 -3.8503 -1.3534 0.9469 -1.9719 -2.0866 0.1857
H -0.2253 -2.2262 2.3083 0.4976 -0.3472 -0.0160 0.2550
H -1.4310 -1.8710 1.2322 -2.2263 -0.6772 0.0220 0.2972
H -0.3050 -0.7342 1.3197 0.8647 0.0085 -0.0230 0.2666
```
Forces are in eV/Å.

Values from the calculation:
Energy relative to the best compared isomer or geometry (same formula, charge and spin) (kJ/mol): 609.9
Charge: -1
Multiplicity: 1
Calculated total energy (eV): -8440.54963
Max |F| (hartree/bohr): 0.122
M (u): 99.153